A molecular structure, C24H22CaN5OS4Se in a non-equilibrium geometry, computed with wB97M-V/def2-TZVPD.

```
58
Properties=species:S:1:pos:R:3:forces:R:3:lowdin_charge:R:1
Ca 0.4412 -0.3240 0.5485 0.3414 0.1835 0.0411 0.838
S -1.0525 -1.7509 2.3441 0.1433 -0.3078 0.2351 0.463
C 0.0554 -2.0176 3.6761 -0.6745 -0.6451 0.4942 -0.721
C -0.1871 -3.1439 4.5163 -0.5061 -0.0009 -0.3733 -0.138
C 0.6224 -3.4974 5.5864 -1.5541 -0.6023 -0.9921 -0.130
C 1.7044 -2.7199 5.8399 2.1417 1.0077 0.5471 -0.133
C 1.9935 -1.5796 5.0567 -1.0944 -0.6240 0.5349 -0.103
C 1.1241 -1.1661 4.0421 0.3265 -0.9446 -0.1104 -0.554
S 1.4071 0.3434 3.1394 -0.1776 -0.2151 0.4013 0.858
C -0.0897 1.2286 3.7188 0.4904 1.9420 -0.0703 -0.367
C -0.7473 2.0949 2.6441 1.3385 0.6783 1.2091 -0.383
C -0.6897 3.5019 2.6719 -0.7363 0.2266 -0.7645 -0.018
C -1.3888 4.1807 1.6567 0.9357 -0.2882 0.9062 -0.064
C -2.0710 3.4617 0.7055 -0.6399 -0.2745 -0.6000 -0.035
C -2.0050 2.0697 0.7334 -0.2378 0.2886 0.3392 -0.357
C -2.6555 1.1848 -0.2843 -0.9478 0.7197 -1.4502 -0.347
S -1.3975 0.5038 -1.4157 -0.2355 -0.7528 0.2515 0.838
C -0.6999 1.9615 -2.0904 0.3170 0.2108 0.3970 -0.594
C -1.2845 2.3780 -3.2792 0.4765 0.0335 -1.1246 -0.146
C -0.8070 3.4653 -3.9959 -0.0268 0.5922 0.2355 -0.097
C 0.1968 4.2681 -3.3913 -1.2671 -2.1180 0.3501 -0.095
C 0.7409 3.8543 -2.1960 0.1819 0.8251 -0.0117 -0.148
C 0.3751 2.6591 -1.5121 0.4045 0.9339 -0.2015 -0.721
S 1.2799 2.3034 -0.0827 0.0081 -0.3317 0.0947 0.523
N -1.3117 1.4263 1.6777 -0.9054 -0.1915 -1.0837 0.045
H -1.0726 -3.7677 4.3157 0.5207 0.4289 -0.1646 0.093
H 0.3477 -4.4171 6.1229 0.4025 0.5915 0.0426 0.105
H 2.3810 -2.9932 6.6619 -0.1743 0.2512 -0.4193 0.096
H 2.8502 -0.9946 5.3042 0.4464 0.4007 0.0766 0.084
H 0.2784 1.9256 4.5000 -0.4581 -0.6266 -0.1067 0.080
H -0.8376 0.5362 4.0736 0.0700 -0.3736 0.1814 0.071
H -0.1349 4.1100 3.3922 -0.1483 -0.6508 -0.0306 0.113
H -1.3374 5.2631 1.6008 -0.1146 -0.0796 0.0475 0.107
H -2.6447 3.9797 -0.0652 0.1890 -0.2572 0.1189 0.122
H -3.3970 1.6974 -0.9805 0.8948 -0.2685 1.1498 0.108
H -3.1852 0.3309 0.1457 0.2931 0.0562 0.1527 0.091
H -2.0232 1.7005 -3.6885 -0.2567 0.2453 -0.1555 0.099
H -1.2349 3.7402 -4.9652 0.1090 -0.1501 0.3944 0.094
H 0.5030 5.1721 -3.8297 0.4347 1.0016 -0.5768 0.078
H 1.4568 4.5542 -1.7457 -0.0895 -0.7009 0.0574 0.093
C 1.6354 -3.5230 -4.1333 0.5126 -1.5195 0.7328 -0.056
N 1.8099 -2.7288 -2.9346 0.0942 -0.4637 -1.0800 -0.100
C 2.2682 -3.2917 -1.6755 0.9899 1.7365 -0.8049 -0.011
C 2.2145 -2.0421 -0.8259 -0.5739 1.2900 -0.1592 -0.484
O 2.3610 -1.9330 0.3869 0.1211 -0.4187 0.0200 -0.037
N 1.7881 -0.9714 -1.5886 -0.0506 -0.0903 0.4310 0.102
C 1.4914 -1.4395 -2.8049 -0.1414 -0.2995 0.9222 -0.437
N 0.8536 -0.7488 -3.7800 -0.4173 0.9231 0.5557 0.178
H 2.5622 -3.5493 -4.7250 -0.2121 0.0236 0.0840 0.090
H 0.8222 -3.1540 -4.7282 -0.3754 0.0371 -0.2319 0.035
H 1.4012 -4.5768 -3.7923 0.0955 1.1578 -0.5992 0.111
H 3.2919 -3.6838 -1.7018 -0.2758 -0.1318 -0.1312 0.148
H 1.5521 -3.9850 -1.3591 -0.8724 -1.3496 0.7970 0.125
H 0.5606 0.2137 -3.4775 0.5260 -1.2852 -0.2754 0.101
H 0.0279 -1.2843 -4.0850 0.0913 0.2046 -0.2415 0.007
Se -1.7362 -2.9838 -3.1769 -1.1226 -0.0852 -0.0700 0.327
C -3.6249 -2.9280 -3.3184 0.7546 0.0329 -0.0870 -0.909
N -4.7821 -2.9138 -3.4318 0.6354 0.0241 0.1153 -0.039
```
Forces are in eV/Å.

relative energy (zero: lowest compared OMol25 entry of this formula, charge and spin): 77.8 kJ/mol
net charge: -1
DFT total energy: -161875.64331 eV
frontier orbital gap: 7.16 eV